65
Properties=species:S:1:pos:R:3:forces:R:3 method="wB97M-V/def2-TZVPD" smiles="CCOCCc1cc2c(c(P(O)I)c1)Nc1cc(OCC)cc(COC)c1S2.COC(=O)OC" e_tot_ev=-68380.262 fmax_ha_per_bohr=0.1082 lumo_energy_ev=-0.759
C -0.721 4.599 0.642 -0.63 -0.26 0.46
C -2.091 3.671 0.662 0.81 -0.40 0.48
O -3.301 4.374 0.200 1.48 -0.65 -1.32
C -3.311 4.568 -1.259 -0.51 0.96 -0.61
C -4.439 3.638 -2.051 0.58 -1.15 0.85
C -3.874 2.083 -2.297 0.67 -2.98 -0.61
C -2.261 1.802 -2.619 -2.98 -3.94 0.50
C -1.814 0.233 -2.782 -3.40 0.21 0.95
C -2.888 -1.043 -2.647 -1.52 3.24 0.54
C -4.490 -0.777 -2.374 3.88 3.93 0.71
P -5.743 -2.223 -2.236 1.55 -1.37 -0.23
O -4.949 -3.602 -1.485 -0.07 3.42 1.19
I -7.398 -1.480 -0.557 0.45 0.10 0.04
C -4.958 0.816 -2.190 3.89 -0.57 -0.66
N -2.398 -2.488 -2.783 1.93 2.28 0.71
C -1.228 -2.756 -1.820 3.40 -0.73 2.68
C -1.241 -4.002 -0.738 2.70 2.88 -0.73
C 0.062 -4.201 0.275 -0.38 1.77 -2.21
O -0.056 -5.327 1.259 -0.34 3.60 -0.98
C -1.145 -4.994 2.210 -2.07 0.95 0.42
C -1.241 -3.407 2.606 -0.18 1.35 0.30
C 1.410 -3.214 0.204 -3.43 0.50 -2.40
C 1.432 -1.975 -0.869 -2.77 -2.04 -0.30
C 2.672 -0.890 -1.061 -1.56 0.18 -0.29
O 3.288 -0.996 -2.425 0.57 1.55 2.24
C 4.384 0.015 -2.407 0.68 -0.19 0.41
C 0.127 -1.773 -1.840 -0.92 -2.46 2.04
S -0.013 -0.334 -3.093 -1.77 -0.82 1.96
H -1.095 5.717 0.778 1.11 -2.33 -0.25
H -0.081 4.463 -0.331 -1.34 0.40 1.83
H -0.062 4.242 1.569 -1.37 0.99 -2.07
H -1.951 2.720 -0.004 -0.18 1.58 1.41
H -2.249 3.366 1.805 -0.04 0.64 -2.70
H -3.620 5.704 -1.445 0.62 -2.43 0.42
H -2.230 4.444 -1.711 -2.21 0.09 0.86
H -5.412 3.510 -1.370 2.21 0.50 -1.51
H -4.724 4.168 -3.054 0.61 -1.17 1.82
H -1.460 2.656 -2.691 -1.82 -1.95 0.15
H -4.480 -3.288 -0.633 -0.91 -0.75 -1.86
H -6.091 1.027 -1.957 2.59 -0.34 -0.48
H -2.022 -2.532 -3.774 -0.29 -0.12 1.49
H -2.200 -4.710 -0.716 2.49 1.65 0.04
H -1.110 -5.602 3.212 0.58 0.85 -2.26
H -2.171 -5.272 1.677 2.10 0.48 1.18
H -1.790 -3.200 3.645 1.13 -0.93 -2.19
H -1.866 -2.772 1.811 1.52 -1.54 1.61
H -0.186 -2.866 2.709 -2.17 -1.43 -0.33
H 2.307 -3.390 0.938 -2.02 0.32 -1.62
H 3.472 -0.947 -0.206 -1.52 -0.15 -1.62
H 2.162 0.187 -1.053 1.00 -2.24 0.30
H 5.258 -0.449 -1.745 -1.63 1.12 -1.48
H 4.022 0.998 -1.860 0.68 -1.83 -1.29
H 4.783 0.254 -3.504 -1.14 -0.72 2.46
C 5.622 3.269 3.411 -0.17 0.48 -0.18
O 6.108 2.048 3.965 -0.20 -1.03 -0.44
C 5.744 0.938 3.275 -0.19 0.01 -0.29
O 5.062 0.915 2.262 0.94 0.01 1.39
O 6.269 -0.142 3.907 -0.35 0.97 -0.38
C 5.965 -1.390 3.287 -0.08 -0.47 -0.20
H 5.974 4.090 4.043 0.06 -0.39 0.04
H 6.017 3.419 2.401 -0.21 -0.11 0.13
H 4.528 3.283 3.407 0.21 -0.07 -0.15
H 6.373 -1.426 2.272 -0.21 0.07 0.13
H 4.884 -1.563 3.278 0.18 0.11 -0.14
H 6.435 -2.183 3.876 0.00 0.39 0.06